# 1
C11H9NO4Sr | ωB97M-V/def2-TZVPD

CARTESIAN COORDINATES (ANGSTROEM)
Sr 0.550 0.035 0.716
O 3.194 -0.834 3.064
C 2.375 -0.634 2.305
C -1.142 -1.019 -1.864
O -1.794 -1.283 -2.763
C -1.258 -2.131 1.603
O -1.982 -2.782 2.184
C 2.420 -0.028 -1.629
O 3.243 0.224 -2.407
C 2.184 -4.289 -0.292
H 3.165 -3.788 -0.408
H 1.863 -4.528 0.740
C 1.317 -4.341 -1.308
H 0.269 -4.622 -1.130
H 1.567 -3.882 -2.275
C -1.898 4.106 0.550
C -1.167 3.493 1.551
C -0.646 2.245 1.223
N -0.893 1.690 -0.004
C -1.581 2.336 -0.995
C -2.129 3.589 -0.718
H -2.316 5.060 0.784
H -0.985 3.909 2.551
H -0.009 1.637 1.964
H -1.641 1.765 -1.941
H -2.705 4.071 -1.503

The frontier orbital gap is 7.701 eV. The spin multiplicity is 1. For the total energy, the calculation gives -810.3688 Ha. As for the total charge: +2.

Atom charges from the Mulliken analysis, given in e for atoms 1 to 6:
1. Sr 2.19
2. O 0.10
3. C -0.21
4. C 0.12
5. O -0.08
6. C 0.02

# 2
C11HAuCl5N3S2 | ωB97M-V/def2-TZVPD

CARTESIAN COORDINATES (ANGSTROEM)
Au -0.345 0.672 0.959
S 0.321 0.979 3.330
C 1.596 -0.122 3.452
C 2.098 -0.352 4.771
N 2.482 -0.542 5.837
C 2.205 -0.804 2.386
S 1.768 -0.687 0.761
C 3.324 -1.653 2.648
N 4.224 -2.348 2.819
Cl 0.443 2.404 -1.838
C -0.384 0.909 -2.110
C -0.804 0.165 -1.019
C -1.424 -1.053 -1.259
Cl -1.934 -1.992 0.101
C -1.640 -1.526 -2.550
Cl -2.405 -3.039 -2.807
C -1.224 -0.753 -3.634
Cl -1.502 -1.302 -5.235
C -0.584 0.465 -3.417
Cl -0.024 1.396 -4.747
N -2.094 3.114 0.511
C -1.930 2.085 1.021
H -2.165 3.982 0.018

The frontier orbital gap (spin up / spin down) is 6.904 / 6.129 eV. The spin multiplicity is 3. The expectation value of S² is 2.029. For the total energy, the calculation gives -3816.9736 Ha.

Atom charges from the Mulliken analysis, given in e for atoms 1 to 6:
1. Au 0.30
2. S -0.34
3. C 0.68
4. C -0.12
5. N -0.36
6. C 0.68

# 3
C126H92Br14O16 | ωB97M-V/def2-TZVPD

CARTESIAN COORDINATES (ANGSTROEM)
C 12.692 25.222 25.063
C 13.786 25.941 25.537
C 14.571 25.432 26.586
C 14.342 24.114 27.102
C 13.174 23.413 26.712
C 12.322 24.076 25.752
C 12.746 22.225 27.460
O 11.825 21.590 26.968
C 13.345 21.878 28.715
C 12.762 20.887 29.587
C 13.419 20.464 30.734
C 14.599 21.135 31.134
C 15.166 22.184 30.317
C 14.539 22.500 29.150
C 15.141 23.663 28.304
O 16.191 24.293 28.598
H 12.085 25.631 24.269
H 13.968 26.957 25.220
H 15.262 26.180 26.947
H 11.397 23.639 25.405
H 11.741 20.585 29.410
H 13.025 19.666 31.346
H 15.173 20.792 31.982
H 16.088 22.690 30.565
C 23.660 31.406 17.864
C 24.391 30.713 18.826
C 23.749 30.209 19.920
C 22.355 30.131 19.964
C 21.615 30.919 19.066
C 22.322 31.627 18.056
C 20.097 30.849 18.930
O 19.560 31.479 18.018
C 19.437 29.926 19.993
C 18.126 29.545 19.917
C 17.544 28.528 20.626
C 18.225 27.940 21.524
C 19.579 28.224 21.671
C 20.211 29.196 20.885
C 21.696 29.299 20.978
O 22.416 28.677 21.785
H 24.196 31.795 17.011
H 25.463 30.625 18.731
H 24.455 29.872 20.666
H 21.734 32.203 17.356
H 17.471 29.876 19.125
H 16.470 28.469 20.525
H 17.782 27.217 22.193
H 20.216 27.583 22.263
C 17.343 19.732 16.158
C 17.224 20.398 17.422
C 15.999 20.721 17.983
C 14.795 20.557 17.185
C 14.928 19.807 15.976
C 16.202 19.655 15.387
C 13.772 19.488 15.124
O 13.878 18.751 14.179
C 12.476 20.148 15.450
C 11.414 19.995 14.558
C 10.139 20.535 14.905
C 9.941 20.987 16.273
C 10.967 21.066 17.191
C 12.263 20.820 16.678
C 13.438 21.067 17.631
O 13.382 21.659 18.728
H 18.278 19.393 15.736
H 18.051 20.590 18.089
H 15.905 21.277 18.903
H 16.269 19.264 14.382
H 11.641 19.630 13.567
H 9.322 20.440 14.206
H 9.005 21.445 16.557
H 10.817 21.485 18.175
C 15.985 18.370 21.602
C 15.592 17.561 22.684
C 15.025 16.271 22.465
C 14.671 15.876 21.225
C 14.913 16.672 20.146
C 15.599 17.869 20.310
C 14.471 16.293 18.708
O 14.678 17.045 17.760
C 13.988 14.876 18.615
C 13.736 14.375 17.353
C 13.587 12.970 17.210
C 13.289 12.145 18.277
C 13.345 12.721 19.526
C 13.823 14.051 19.771
C 14.051 14.568 21.113
O 13.737 13.818 22.052
H 16.498 19.306 21.764
H 15.840 17.810 23.705
H 14.976 15.575 23.289
H 15.913 18.460 19.462
H 14.185 14.861 16.500
H 13.564 12.648 16.179
H 12.785 11.207 18.096
H 12.987 12.153 20.373
C 19.470 22.830 18.081
C 20.811 22.562 17.827
C 21.608 23.035 16.740
C 20.974 23.924 15.857
C 19.615 24.347 16.161
C 18.877 23.745 17.236
C 19.053 25.560 15.353
O 17.988 26.083 15.577
C 19.784 25.899 14.063
C 19.151 26.672 13.011
C 19.736 26.968 11.789
C 21.102 26.542 11.584
C 21.741 25.779 12.576
C 21.087 25.413 13.762
C 21.804 24.480 14.714
O 23.025 24.208 14.587
H 18.905 22.470 18.929
H 21.195 21.703 18.357
H 22.543 22.547 16.505
H 17.836 23.830 17.510
H 18.112 26.955 13.098
H 19.186 27.375 10.953
H 21.660 26.709 10.674
H 22.750 25.494 12.320
C 9.410 31.833 19.437
C 9.292 32.808 20.399
C 10.234 32.888 21.421
C 11.342 32.121 21.437
C 11.473 31.155 20.411
C 10.609 31.074 19.360
C 12.534 29.979 20.477
O 12.647 29.068 19.649
C 13.314 29.942 21.807
C 14.098 28.819 22.122
C 14.897 28.806 23.239
C 14.729 29.739 24.296
C 13.886 30.820 23.950
C 13.187 30.978 22.759
C 12.256 32.210 22.575
O 12.193 33.137 23.439
H 8.640 31.850 18.679
H 8.488 33.527 20.342
H 10.099 33.622 22.202
H 10.640 30.269 18.641
H 14.386 27.991 21.492
H 15.569 27.972 23.373
H 15.350 29.697 25.179
H 13.970 31.702 24.568
C 20.545 26.463 19.050
C 21.854 26.096 19.169
C 22.797 26.649 18.391
C 22.452 27.499 17.338
C 21.114 27.946 17.199
C 20.190 27.335 18.065
C 20.629 28.747 16.033
O 19.456 29.166 16.000
C 21.642 29.101 14.877
C 21.382 29.913 13.739
C 22.390 30.338 12.916
C 23.749 29.990 13.176
C 24.061 29.183 14.255
C 23.027 28.716 15.131
C 23.556 27.877 16.305
O 24.659 27.507 16.347
H 19.781 26.002 19.658
H 22.079 25.289 19.851
H 23.785 26.264 18.596
H 19.138 27.400 17.828
H 20.341 30.162 13.595
H 22.136 30.977 12.084
H 24.508 30.487 12.590
H 25.110 29.047 14.476
C 17.244 20.715 25.892
C 18.055 20.641 27.003
C 17.943 19.540 27.882
C 17.011 18.553 27.699
C 16.183 18.689 26.543
C 16.278 19.766 25.641
C 14.993 17.697 26.388
O 14.154 17.833 25.437
C 14.844 16.622 27.294
C 13.790 15.762 27.132
C 13.557 14.651 27.885
C 14.388 14.444 28.951
C 15.412 15.354 29.267
C 15.690 16.439 28.391
C 16.772 17.465 28.735
O 17.378 17.397 29.831
H 17.432 21.537 25.216
H 18.808 21.399 27.164
H 18.591 19.497 28.744
H 15.565 19.963 24.854
H 12.978 16.039 26.476
H 12.769 13.961 27.621
H 14.265 13.641 29.663
H 15.995 14.991 30.100
Br 20.723 16.382 26.709
C 20.195 17.855 25.463
C 19.987 17.417 23.987
Br 19.606 18.976 22.904
H 20.963 18.628 25.464
H 19.292 18.271 25.911
H 19.124 16.750 23.968
H 20.880 16.921 23.607
Br 23.769 21.977 22.596
C 22.743 21.880 24.279
C 23.691 21.427 25.455
Br 22.772 20.924 27.054
H 21.800 21.341 24.195
H 22.354 22.894 24.379
H 24.292 22.311 25.665
H 24.285 20.568 25.141
Br 18.761 22.023 32.022
C 19.232 23.319 30.557
C 20.321 22.861 29.595
Br 20.277 23.640 27.811
H 19.476 24.249 31.072
H 18.345 23.401 29.929
H 20.107 21.793 29.563
H 21.359 22.822 29.927
Br 21.635 25.663 23.575
C 21.624 27.488 24.555
C 21.037 27.454 25.937
Br 19.105 27.335 25.661
H 21.184 28.269 23.936
H 22.682 27.735 24.641
H 21.295 28.364 26.478
H 21.517 26.588 26.393
Br 14.062 21.512 22.856
C 12.412 20.415 23.169
C 12.333 19.568 21.916
Br 11.200 20.214 20.422
H 11.487 20.993 23.166
H 12.574 19.721 23.994
H 12.065 18.527 22.099
H 13.346 19.449 21.532
Br 14.303 25.920 19.378
C 13.573 24.861 20.935
C 12.154 24.340 20.445
Br 11.117 23.589 21.914
H 13.394 25.479 21.815
H 14.185 23.977 21.113
H 12.208 23.756 19.527
H 11.543 25.186 20.131
Br 20.339 23.101 21.942
C 18.448 23.678 22.086
C 18.205 24.295 23.438
Br 16.533 25.405 23.376
H 17.827 22.845 21.757
H 18.198 24.343 21.259
H 19.025 24.909 23.811
H 18.016 23.558 24.219

The frontier orbital gap is 7.839 eV. The spin multiplicity is 1. For the total energy, the calculation gives -42096.5817 Ha.

Atom charges from the Mulliken analysis, given in e for atoms 1 to 6:
1. C -0.50
2. C -0.26
3. C -0.80
4. C 0.82
5. C 0.59
6. C -1.09

# 4
C12B3InO24 | ωB97M-V/def2-TZVPD

CARTESIAN COORDINATES (ANGSTROEM)
In -0.704 8.362 -5.141
O -2.087 -1.245 -6.616
C -2.578 -1.451 -5.458
O -3.000 -2.518 -4.797
B -3.427 -2.055 -3.437
O -3.174 -0.625 -3.356
C -2.719 -0.217 -4.519
O -2.554 0.958 -4.890
O -2.503 -2.734 -2.514
C -3.187 -3.299 -1.560
O -2.762 -3.823 -0.542
C -4.787 -3.122 -1.931
O -4.832 -2.449 -3.119
O -5.727 -3.569 -1.371
O -1.500 4.175 1.703
C -1.532 3.525 2.787
O -0.511 3.020 3.425
B -1.003 2.288 4.642
O -2.481 2.549 4.642
C -2.863 3.270 3.625
O -4.025 3.604 3.395
O -0.784 0.860 4.635
C -0.367 0.409 5.800
O -0.280 -0.738 6.239
C -0.102 1.604 6.647
O -0.305 2.663 5.888
O 0.380 1.698 7.750
O 5.902 -4.116 -1.078
C 5.306 -3.066 -0.977
O 5.515 -1.948 -1.630
B 4.573 -0.882 -1.089
O 3.625 -1.593 -0.222
C 4.106 -2.748 0.022
O 3.708 -3.494 0.860
O 3.846 -0.225 -2.170
C 3.988 1.117 -1.919
O 3.498 2.111 -2.525
C 4.890 1.251 -0.633
O 5.296 0.134 -0.396
O 5.161 2.321 -0.171

The frontier orbital gap is 1.523 eV. The spin multiplicity is 1. The value obtained for the energy above the lowest of the compared OMol25 structures with the same formula, charge and spin is 479.2 kJ/mol. For the total energy, the calculation gives -2527.9297 Ha.

Atom charges from the Mulliken analysis, given in e for atoms 1 to 6:
1. In 1.00
2. O -0.56
3. C 0.58
4. O -0.40
5. B 0.90
6. O -0.45

# 5
C12Cl4N4O3S4SeTc | ωB97M-V/def2-TZVPD

CARTESIAN COORDINATES (ANGSTROEM)
Tc -0.004 -0.507 -0.283
O -4.926 -2.689 4.083
C -4.092 -2.240 3.343
S -4.434 -1.584 1.739
C -2.778 -1.182 1.301
C -1.833 -1.430 2.242
S -0.156 -1.001 2.063
S -2.364 -2.175 3.736
S -2.427 -0.479 -0.234
Cl 3.471 5.299 -0.938
C 3.056 3.632 -0.828
C 4.059 2.672 -0.870
Cl 5.708 3.155 -1.001
C 3.743 1.322 -0.788
Cl 4.985 0.128 -0.851
C 2.417 0.911 -0.653
O 2.032 -0.317 -0.579
C 1.385 1.908 -0.572
O 0.187 1.441 -0.402
C 1.723 3.256 -0.682
Cl 0.479 4.446 -0.617
Se -2.331 2.651 -0.705
C -4.076 2.911 -0.950
N -5.206 3.100 -1.115
N 0.069 -6.852 -2.044
C 0.284 -5.790 -1.638
N 0.681 -4.670 -1.176
C 0.290 -3.515 -0.944
N 0.059 -2.400 -0.639

The frontier orbital gap (spin up / spin down) is 4.738 / 4.572 eV. The spin multiplicity is 2. The expectation value of S² is 0.777. For the total energy, the calculation gives -6817.9262 Ha. As for the total charge: -2.

Atom charges from the Mulliken analysis, given in e for atoms 1 to 6:
1. Tc 0.33
2. O -0.59
3. C 0.58
4. S -0.15
5. C 0.20
6. C 0.26